# 1
17
Properties=species:S:1:pos:R:3 method="wB97M-V/def2-TZVPD" multiplicity=1 e_tot_ev=-8430.52072 e_above_lowest_kcal_mol=16.6 homo_energy_ev=-9.6 charge=0 smiles="C[C@H]1C[C@H]1CC=O" largest_force_ev_per_a=0.526
C -2.087 -0.254 0.189
C -1.107 0.755 -0.371
C -0.041 1.339 0.512
C 0.349 0.437 -0.621
C 0.956 -0.918 -0.352
C 2.349 -0.844 0.232
O 2.929 0.178 0.506
H -2.861 0.252 0.777
H -1.600 -0.972 0.857
H -2.585 -0.823 -0.605
H -1.551 1.443 -1.090
H 0.203 2.394 0.432
H 0.049 0.938 1.520
H 0.803 0.943 -1.472
H 1.007 -1.520 -1.272
H 0.355 -1.518 0.344
H 2.833 -1.830 0.413

# 2
17
Properties=species:S:1:pos:R:3 method="wB97M-V/def2-TZVPD" multiplicity=1 e_tot_ev=-8429.00636 e_above_lowest_kcal_mol=51.5 homo_energy_ev=-8.8 charge=0 smiles="C=CC(=C)C=C.O" largest_force_ev_per_a=2.056
C -1.511 -0.572 -1.106
C -0.968 0.600 -0.788
C 0.384 0.735 -0.249
C 0.851 1.968 0.015
C 1.343 -0.385 -0.254
C 2.637 -0.234 -0.547
H -2.273 -0.854 -1.817
H -0.894 -1.443 -0.912
H -1.593 1.471 -0.963
H 1.881 2.123 0.301
H 0.190 2.772 -0.266
H 1.087 -1.342 0.199
H 3.310 -1.025 -0.230
H 3.002 0.437 -1.306
O -2.798 -1.537 2.414
H -2.398 -1.973 3.175
H -2.250 -0.741 2.334

# 3
17
Properties=species:S:1:pos:R:3 method="wB97M-V/def2-TZVPD" multiplicity=1 e_tot_ev=-8429.47434 e_above_lowest_kcal_mol=40.7 homo_energy_ev=-9.2 charge=0 largest_force_ev_per_a=0.392
C -1.617 -1.560 -1.138
C -0.370 -0.722 -0.876
C -0.490 0.263 0.280
O 0.025 -0.263 1.539
C 0.902 0.852 1.651
C 1.878 0.896 0.521
C 0.482 1.437 0.340
H -2.443 -0.936 -1.499
H -1.950 -2.075 -0.231
H -1.415 -2.317 -1.903
H -0.104 -0.162 -1.782
H 0.475 -1.381 -0.653
H -1.527 0.589 0.433
H 1.055 1.290 2.633
H 2.656 1.652 0.592
H 2.180 -0.026 0.031
H 0.261 2.461 0.061